83
Properties=species:S:1:pos:R:3:forces:R:3 method="wB97M-V/def2-TZVPD" spin_multiplicity=6 total_energy_ha=-12727.54802
H 2.854311 1.415183 5.677993 0.0 -0.1 0.1
H 1.571911 1.170652 -5.460486 0.1 -0.1 -0.1
H -3.168584 3.074834 -1.268021 0.2 0.0 0.1
H -0.267928 3.539348 0.531667 -0.1 -0.1 0.2
C -0.525275 3.745277 -4.847444 -0.1 0.2 -0.1
H -4.620607 5.269031 3.760803 0.0 0.1 0.1
C -5.197130 -0.746251 -3.149304 0.0 0.0 -0.1
H 0.931401 3.382118 -6.368773 0.0 0.0 -0.1
Se -2.837435 -3.070900 -0.293718 0.2 0.0 -0.1
C -1.127420 3.282053 -3.691549 0.0 -0.2 0.1
Se 0.408392 -2.313364 -2.638268 -0.1 0.0 -0.1
C 0.971499 -3.382179 2.754723 0.1 0.5 0.2
C 0.454947 2.999363 -5.479806 0.0 0.0 0.0
H 1.062628 -4.018211 3.625545 0.0 -0.2 0.2
H 2.155840 0.708883 -1.568222 -0.3 0.1 0.3
C -5.860269 3.253223 1.378428 -0.1 0.0 0.0
H -1.472169 -0.902787 3.091619 -0.1 0.1 0.0
H 3.797499 4.199274 2.584899 0.0 0.1 0.0
C -4.680844 2.892462 0.757675 0.1 -0.1 -0.2
C 1.480625 1.501165 4.049177 0.0 0.1 -0.1
H -4.730369 2.241486 -0.102091 0.0 -0.1 0.0
H -2.562226 4.710704 2.654132 0.1 -0.1 0.0
H -1.037334 3.837974 2.086038 0.0 0.0 -0.2
P -1.426697 1.383465 -1.605422 -0.5 0.3 -0.4
H -1.397726 3.274839 4.016541 0.0 0.1 -0.1
C -1.404385 1.226456 3.346128 0.1 -0.1 -0.1
Ru -0.082028 0.126346 -0.099720 0.6 0.3 -0.5
C -1.805010 -0.058413 3.684642 0.2 -0.1 -0.2
C -5.856452 4.088567 2.480709 -0.1 0.1 0.1
H -5.776465 -0.796071 -1.086840 -0.1 0.0 0.1
H -2.846574 2.875755 5.928195 0.0 0.1 0.0
O 1.236887 -0.850491 2.038725 0.2 0.4 -0.1
H 4.347324 3.142957 4.743135 0.1 0.0 0.1
C -2.175997 2.933531 -0.833068 0.2 0.0 -0.3
C -2.913405 0.563444 -2.267039 0.0 -0.1 0.1
H 1.613897 -3.719449 1.945744 0.1 0.1 0.0
H -6.780300 4.365802 2.967065 0.0 0.0 0.0
C 0.824623 1.768957 -4.964585 0.0 0.1 0.0
H 0.838064 0.732226 4.454760 0.0 0.0 0.1
H -6.796712 2.873660 0.996103 -0.1 -0.1 -0.1
C -4.219516 -0.366857 -4.054059 -0.1 -0.1 -0.1
C 1.157729 2.099460 2.832153 0.1 -0.1 -0.2
C -0.983976 3.135855 1.255404 0.3 -0.1 0.3
C -3.464448 4.238788 2.300093 0.2 0.1 -0.1
C -5.032784 -0.481127 -1.800615 -0.1 0.1 0.0
Se 1.319143 -1.907163 -0.658264 0.0 0.0 0.0
C -3.901554 0.178718 -1.362869 0.1 0.1 -0.1
P -0.301174 1.514222 1.904581 -0.3 0.7 -0.1
H 3.744087 -1.058168 3.491409 -0.1 0.2 0.1
S 1.434988 -1.681065 3.252698 0.7 -1.4 0.0
H 1.779422 3.545006 1.367503 0.0 0.0 -0.1
C 2.617865 1.882109 4.734472 0.0 -0.1 0.0
N -2.257394 2.933975 0.606341 0.0 -0.1 0.0
H -2.311325 0.547037 -4.335878 0.0 0.0 0.0
H 2.361507 1.131521 0.151449 -0.1 0.0 -0.3
C 3.142956 3.449060 3.002135 0.2 0.0 0.1
C 1.658204 1.159242 -0.695633 0.4 -0.9 0.3
C 3.456330 2.851863 4.209758 0.0 0.1 0.0
Se -1.801666 -1.356572 0.606258 -0.6 -0.6 0.3
H 3.606046 -2.517419 2.489948 -0.1 0.0 -0.2
H -1.904293 3.871250 -3.227810 0.0 0.1 0.0
C -3.074585 0.276060 -3.619817 0.1 0.0 0.1
C 3.238758 -2.012234 3.377382 -0.6 0.2 0.1
C -0.723552 2.069468 -3.141753 0.1 -0.1 0.0
C -2.594966 -0.290675 4.797019 -0.1 -0.1 0.1
C 0.241367 1.313728 -3.798314 0.0 -0.2 0.2
C -2.567437 2.048271 5.291398 0.0 0.1 0.1
C -3.001507 0.766565 5.590993 0.0 -0.1 0.0
C -1.764462 2.275657 4.190652 0.0 -0.1 0.0
C -3.444907 3.357401 1.217409 -0.3 0.1 0.2
H -2.888751 -1.301930 5.033883 -0.1 -0.1 0.1
C 2.000987 3.076987 2.314437 -0.1 0.0 0.0
H -3.629253 0.594027 6.454574 0.0 0.0 0.0
H -0.827701 4.698897 -5.254448 0.0 0.1 -0.1
C -4.646543 4.586132 2.924309 -0.2 0.0 0.1
H 3.398368 -2.622376 4.260053 0.0 -0.1 0.1
H -1.525135 3.761960 -1.159220 -0.2 -0.1 0.0
H -0.060058 -3.365706 2.408891 -0.1 0.1 0.0
Cl 1.474400 2.870451 -1.127207 0.2 1.0 -0.1
H -6.085991 -1.248696 -3.496638 -0.1 -0.1 0.0
H -3.770253 0.387356 -0.307810 0.0 -0.1 0.0
H 0.530712 0.352084 -3.386248 0.0 0.1 0.0
H -4.347825 -0.575007 -5.107615 0.0 0.0 0.0